{"formula": "C32H31O2Si", "method": "ωB97M-V/def2-TZVPD", "species": ["H", "C", "C", "H", "H", "H", "C", "C", "H", "C", "C", "C", "C", "C", "C", "H", "C", "H", "H", "H", "C", "H", "H", "C", "H", "C", "C", "C", "C", "C", "C", "C", "C", "O", "H", "H", "C", "C", "H", "Si", "C", "H", "O", "H", "H", "H", "C", "H", "H", "H", "H", "H", "H", "C", "H", "C", "C", "C", "C", "H", "H", "C", "H", "H", "C", "H"], "positions_angstrom": [[2.648, 0.144, 7.069], [2.812, 2.407, 4.477], [8.493, 0.377, 1.692], [5.055, -0.649, 0.134], [-0.020, 0.900, 2.549], [3.775, -5.189, 3.814], [7.664, 1.466, 1.972], [6.311, 1.290, 2.296], [-2.002, -2.573, 4.096], [6.471, -3.633, 2.455], [4.406, -4.382, 3.454], [5.676, -4.670, 2.936], [2.336, -1.600, 1.542], [3.794, 0.277, 3.871], [1.684, 2.354, 7.962], [-2.316, -1.464, 1.250], [3.470, 1.607, 3.567], [8.067, 2.481, 1.923], [9.539, 0.529, 1.431], [-0.883, -1.117, 0.245], [6.650, -1.091, 2.118], [0.795, -3.935, -2.195], [8.574, -1.811, 1.516], [5.971, -2.334, 2.489], [7.457, -3.790, 2.022], [3.914, -3.066, 3.497], [-1.269, -1.750, 1.053], [1.495, -3.256, -1.716], [3.184, -1.390, -0.574], [-0.273, 0.168, 3.330], [2.894, 0.556, 6.089], [4.371, -0.540, 2.728], [1.534, -3.171, -0.327], [1.391, -1.858, 2.427], [0.898, 1.607, 8.120], [-0.371, -2.812, 4.775], [3.226, -1.552, -1.939], [2.493, 1.866, 5.744], [-0.932, -3.822, 3.416], [-0.303, -1.551, 2.632], [2.334, -2.461, -2.527], [2.310, -2.545, -3.613], [1.770, 2.675, 6.562], [3.946, -1.205, 5.417], [-1.268, -2.791, 0.706], [0.475, 0.253, 4.131], [7.987, -0.926, 1.749], [3.969, -0.966, -2.481], [5.697, 2.160, 2.522], [2.542, 3.435, 4.242], [1.418, 3.305, 8.419], [2.636, 1.984, 8.363], [-1.258, 0.427, 3.745], [2.341, -2.170, 0.243], [6.039, -5.695, 2.913], [-0.955, -2.810, 3.844], [5.782, -0.001, 2.331], [3.975, -0.411, 0.198], [3.579, -0.218, 5.155], [2.772, 0.463, 1.689], [3.889, 0.604, -0.229], [4.684, -2.039, 2.984], [3.723, 2.029, 2.589], [2.926, -2.865, 3.914], [3.369, -0.462, 1.617], [0.949, -3.812, 0.329]], "lowdin_charge": [0.111, 0.021, -0.064, 0.150, 0.046, 0.106, -0.061, -0.006, 0.052, 0.000, -0.053, -0.058, -0.078, -0.159, -0.056, 0.056, -0.060, 0.111, 0.110, 0.042, -0.132, 0.117, 0.112, -0.106, 0.115, -0.038, -0.153, -0.033, -0.136, -0.134, -0.002, -0.223, 0.024, -0.042, 0.096, 0.043, 0.009, -0.275, 0.042, 0.489, 0.000, 0.122, -0.091, 0.117, 0.036, 0.035, 0.000, 0.134, 0.101, 0.128, 0.096, 0.095, 0.052, -0.090, 0.110, -0.150, -0.092, -0.036, -0.003, 0.158, 0.155, -0.086, 0.117, 0.111, -0.130, 0.127], "fmax_ev_per_a": 2.5, "charge": 1, "homo_energy_ev": -10.626, "homo_lumo_gap_ev": 6.05}


{"formula": "C26H29HgN7O2S", "method": "ωB97M-V/def2-TZVPD", "species": ["C", "H", "N", "H", "H", "C", "H", "H", "H", "N", "N", "H", "H", "N", "C", "C", "O", "H", "H", "C", "H", "C", "N", "C", "N", "H", "H", "C", "H", "H", "C", "O", "C", "C", "C", "C", "H", "H", "H", "C", "C", "C", "C", "C", "C", "C", "H", "S", "H", "C", "H", "C", "Hg", "H", "H", "N", "H", "C", "H", "H", "C", "H", "H", "H", "C", "C"], "positions_angstrom": [[-2.050, 0.216, -1.818], [-2.915, -2.631, 0.367], [-1.999, -0.777, -0.881], [-4.733, -1.108, -4.011], [0.890, -0.557, -4.967], [-4.794, 1.451, -6.896], [4.594, -2.430, 3.144], [2.841, -2.354, 3.388], [4.098, -3.090, -0.122], [-2.985, 0.002, -2.715], [-1.004, -0.764, -0.006], [2.937, -1.809, -0.561], [-2.751, -4.546, 1.918], [-3.073, 0.941, -3.703], [0.248, -3.117, 2.520], [1.332, 3.667, 3.805], [1.686, -0.737, -1.956], [-0.618, 3.310, 4.606], [2.159, 0.188, -4.126], [3.602, 0.230, 2.782], [0.976, -1.340, 1.561], [-3.914, 0.718, -4.766], [0.012, -1.860, -3.007], [3.625, -2.586, 2.664], [1.555, -0.613, -4.213], [-0.719, -4.878, 3.302], [1.144, -3.246, 3.119], [-1.927, -3.846, 1.846], [-0.449, -1.976, -2.115], [3.607, 1.300, 2.612], [1.095, -1.041, -2.982], [3.332, 0.174, 0.409], [-5.642, 0.350, -6.952], [1.727, 5.281, 6.061], [1.138, 2.832, 2.654], [0.322, 3.825, 4.757], [-0.615, -1.806, -3.793], [-3.297, 2.508, -5.787], [-4.797, 2.180, -7.698], [-0.792, -4.036, 2.626], [0.974, 2.125, 1.684], [-0.982, -1.854, 0.858], [3.218, -2.529, 0.206], [0.519, 4.623, 5.872], [-4.758, -0.398, -4.823], [2.542, 4.337, 4.004], [-6.257, -1.430, -5.927], [-0.981, 1.615, -1.889], [2.389, -3.222, 0.357], [-2.034, -2.775, 0.974], [2.750, -0.011, 3.419], [-5.607, -0.563, -5.906], [0.473, 0.939, 0.048], [-6.312, 0.209, -7.790], [-2.368, 1.671, -3.753], [3.491, -1.818, 1.443], [1.880, 5.904, 6.933], [0.157, -2.046, 1.651], [3.546, -3.642, 2.410], [-0.277, 4.732, 6.598], [2.737, 5.134, 5.120], [3.682, 5.645, 5.255], [3.325, 4.224, 3.265], [4.507, -0.081, 3.306], [-3.944, 1.640, -5.823], [3.481, -0.456, 1.442]], "lowdin_charge": [-0.853, 0.090, -0.047, 0.090, 0.086, -0.124, 0.084, 0.067, 0.088, 0.009, -0.166, 0.053, 0.092, -0.053, -0.110, -0.265, -0.054, 0.113, 0.098, -0.006, 0.069, -0.262, 0.179, -0.076, 0.144, 0.085, 0.069, -0.115, 0.076, 0.066, -0.687, -0.014, -0.138, -0.112, -0.177, -0.044, 0.096, 0.102, 0.092, -0.125, -0.173, -0.290, -0.042, -0.099, -0.043, -0.049, 0.093, 0.479, 0.084, -0.043, 0.086, -0.116, 0.909, 0.083, 0.038, -0.155, 0.092, -0.055, 0.090, 0.096, -0.101, 0.095, 0.110, 0.077, -0.052, -0.538], "s2": 0.786, "fmax_ev_per_a": 0.7, "charge": -1, "homo_energy_ev": [-3.148, -4.125], "homo_lumo_gap_ev": [5.80, 6.78], "multiplicity": 2}


What is the charge in the first record? +1